(1)
DFT (ωB97M-V with the def2-TZVPD basis set) results for a cluster of 5 separate species, C27H49BF2O4Si in total.

As for the net charge: 0. Its SMILES is BC(F)(F)CC[Si](C)(C)c1ccccc1.C1CCOC1.C1CCOC1.C1CCOC1.C1CCOC1. The calculation puts the LUMO energy at -0.0101 Eh. The HOMO-LUMO gap comes out at 0.31617 hartree.

Last columns: bonded neighbours and bond lengths (Å).
Positions of all 84 atoms, in Å:
1 B 1.43951 4.25149 3.43072  C2 1.595, H16 1.188, H17 1.186
2 C 2.40156 3.08227 2.92802  B1 1.595, F3 1.392, F4 1.389, C5 1.512
3 F 3.40083 2.96513 3.88967  C2 1.392
4 F 3.03787 3.52808 1.77690  C2 1.389
5 C 1.79654 1.72099 2.66690  C2 1.512, C6 1.532, H18 1.094, H19 1.094
6 C 2.81455 0.57946 2.58511  C5 1.532, Si7 1.882, H20 1.092, H21 1.096
7 Si 2.21025 -0.93422 1.64470  C6 1.882, C8 1.882, C9 1.881, C10 1.879
8 C 0.88286 -1.83037 2.63288  Si7 1.882, H22 1.092, H23 1.091, H24 1.091
9 C 1.52373 -0.40849 -0.02540  Si7 1.881, H25 1.091, H26 1.091, H27 1.091
10 C 3.69834 -2.05240 1.38767  Si7 1.879, C11 1.399, C15 1.400
11 C 4.55788 -1.84727 0.30323  C10 1.399, C12 1.391, H28 1.085
12 C 5.69579 -2.62866 0.12929  C11 1.391, C13 1.390, H29 1.083
13 C 5.99321 -3.63403 1.04201  C12 1.390, C14 1.391, H30 1.082
14 C 5.15069 -3.85591 2.12694  C13 1.391, C15 1.390, H31 1.083
15 C 4.01599 -3.07104 2.29391  C10 1.400, C14 1.390, H32 1.085
16 H 0.25542 4.15152 3.41814  B1 1.188
17 H 1.94578 5.24681 3.83125  B1 1.186
18 H 1.22862 1.81019 1.73668  C5 1.094
19 H 1.07201 1.53020 3.46373  C5 1.094
20 H 3.13450 0.29357 3.58895  C6 1.092
21 H 3.71521 0.91993 2.06220  C6 1.096
22 H 1.01115 -1.65638 3.70297  C8 1.092
23 H 0.90613 -2.90629 2.45335  C8 1.091
24 H -0.10526 -1.47180 2.33923  C8 1.091
25 H 0.43358 -0.45346 -0.00793  C9 1.091
26 H 1.81216 0.60348 -0.31483  C9 1.091
27 H 1.85279 -1.10268 -0.80044  C9 1.091
28 H 4.34640 -1.06817 -0.42161  C11 1.085
29 H 6.35318 -2.46020 -0.71450  C12 1.083
30 H 6.87902 -4.23910 0.89968  C13 1.082
31 H 5.38224 -4.64083 2.83573  C14 1.083
32 H 3.35834 -3.24485 3.13900  C15 1.085
33 C -3.49573 -0.38541 -1.94455  C34 1.528, C37 1.522, H38 1.088, H39 1.092
34 C -4.33098 -1.49955 -1.31639  C33 1.528, C35 1.524, H40 1.093, H41 1.089
35 C -3.31660 -2.63345 -1.23014  C34 1.524, O36 1.428, H42 1.096, H43 1.091
36 O -2.04416 -2.01538 -1.03353  C35 1.428, C37 1.429
37 C -2.14708 -0.61063 -1.27690  C33 1.522, O36 1.429, H44 1.097, H45 1.091
38 H -3.89591 0.61226 -1.77801  C33 1.088
39 H -3.41541 -0.53650 -3.02299  C33 1.092
40 H -4.66027 -1.20787 -0.31631  C34 1.093
41 H -5.21056 -1.76750 -1.90047  C34 1.089
42 H -3.29345 -3.21467 -2.15850  C35 1.096
43 H -3.50412 -3.31698 -0.40083  C35 1.091
44 H -2.08736 -0.08128 -0.31790  C37 1.097
45 H -1.30302 -0.29928 -1.89377  C37 1.091
46 C 8.43750 -6.58840 -2.49736  C47 1.528, C50 1.523, H51 1.089, H52 1.092
47 C 9.86696 -6.34861 -2.01436  C46 1.528, C48 1.523, H53 1.092, H54 1.089
48 C 9.71959 -5.02398 -1.27764  C47 1.523, O49 1.429, H55 1.095, H56 1.090
49 O 8.39613 -5.01512 -0.73876  C48 1.429, C50 1.430
50 C 7.62580 -6.07273 -1.31683  C46 1.523, O49 1.430, H57 1.095, H58 1.091
51 H 8.22208 -7.63035 -2.72895  C46 1.089
52 H 8.23423 -5.99036 -3.38803  C46 1.092
53 H 10.17061 -7.13688 -1.32248  C47 1.092
54 H 10.59857 -6.30006 -2.81948  C47 1.089
55 H 9.83324 -4.17563 -1.96084  C48 1.095
56 H 10.42991 -4.90527 -0.45886  C48 1.090
57 H 7.47480 -6.85605 -0.56634  C50 1.095
58 H 6.65044 -5.67716 -1.60241  C50 1.091
59 C -7.61169 3.11154 -2.65902  C60 1.528, C63 1.522, H64 1.089, H65 1.091
60 C -6.80798 4.00251 -3.60482  C59 1.528, C61 1.523, H66 1.092, H67 1.089
61 C -5.38171 3.57050 -3.29275  C60 1.523, O62 1.429, H68 1.095, H69 1.091
62 O -5.45308 2.19317 -2.91994  C61 1.429, C63 1.430
63 C -6.81688 1.81436 -2.71435  C59 1.522, O62 1.430, H70 1.096, H71 1.091
64 H -8.64959 2.98047 -2.96303  C59 1.089
65 H -7.59359 3.52378 -1.64910  C59 1.091
66 H -7.05373 3.77526 -4.64464  C60 1.092
67 H -6.96692 5.06725 -3.43995  C60 1.089
68 H -4.97168 4.14545 -2.45628  C61 1.095
69 H -4.70509 3.66789 -4.14285  C61 1.091
70 H -7.13939 1.17972 -3.54731  C63 1.096
71 H -6.88176 1.23439 -1.79230  C63 1.091
72 C -6.37125 5.40621 2.62845  C73 1.527, C76 1.523, H77 1.089, H78 1.092
73 C -5.09595 5.54076 1.79880  C72 1.527, C74 1.523, H79 1.092, H80 1.089
74 C -5.36736 4.56369 0.66256  C73 1.523, O75 1.430, H81 1.095, H82 1.090
75 O -6.78238 4.57618 0.45722  C74 1.430, C76 1.429
76 C -7.42615 5.24946 1.54133  C72 1.523, O75 1.429, H83 1.095, H84 1.090
77 H -6.56296 6.25896 3.27784  C72 1.089
78 H -6.32692 4.50745 3.24688  C72 1.092
79 H -5.00222 6.55736 1.41147  C73 1.092
80 H -4.18805 5.29995 2.34962  C73 1.089
81 H -5.05276 3.54831 0.92595  C74 1.095
82 H -4.87562 4.84487 -0.26896  C74 1.090
83 H -7.78678 6.22368 1.19460  C76 1.095
84 H -8.28453 4.65669 1.85905  C76 1.090

Quick look at the Mulliken charges, all values in e: 0.24, 0.45, -0.34, -0.33, -0.73, -0.71, 0.20, -1.23, -0.98, 0.21, -0.03, -0.89, -0.40, -0.82, -0.11, -0.07, -0.04, 0.27, 0.33, 0.44, 0.47, 0.35, 0.39, 0.34, -0.04, 0.44, 0.51, 0.36, 0.44, 0.58, 0.37, 0.34, -0.26, -0.55, -0.47, -0.37, -0.46, 0.18, 0.24, 0.28, 0.33, 0.26, 0.27, 0.22, 0.31, -0.57, -0.54, -0.50, -0.33, -0.40, 0.34, 0.27, 0.27, 0.33, 0.27, 0.29, 0.27, 0.31, -0.15, -0.61, -0.18, -0.31, -0.43, 0.38, -0.06, 0.30, 0.34, -0.05, 0.30, 0.28, 0.26, -0.59, -0.59, -0.27, -0.29, -0.50, 0.34, 0.27, 0.28, 0.35, 0.24, 0.13, 0.30, 0.27


(2)
DFT (ωB97M-V with the def2-TZVPD basis set) results for a cluster of 6 separate species, C27H61BIN2O6 in total at a distorted geometry.

As for the net charge: +1. The calculation puts the LUMO energy at -0.1748 Eh. The HOMO-LUMO gap comes out at 0.24099 hartree.

Last columns: bonded neighbours and bond lengths (Å).
Positions of all 98 atoms, in Å:
1 C -4.39236 -1.82822 1.63884  N2 1.526, H13 1.147, H14 1.154, H15 1.158
2 N -4.10705 -2.69709 0.41745  C1 1.526, C3 1.524, B4 1.490
3 C -5.24531 -2.39137 -0.54882  N2 1.524, H16 1.141, H17 1.161, H18 1.159
4 B -2.84541 -2.16943 -0.17441  N2 1.490, O5 1.468, C6 1.630
5 O -2.92539 -1.31439 -1.36497  B4 1.468, H19 0.994
6 C -1.33727 -2.49500 0.35272  B4 1.630, C7 1.580, C12 1.555
7 C -0.32746 -2.99759 -0.75310  C6 1.580, N8 1.435, H20 1.154
8 N 1.05287 -3.29841 -0.49858  C7 1.435, C9 1.479, H21 1.035
9 C 1.56883 -3.14442 0.87887  N8 1.479, C10 1.547, H22 1.146
10 C 0.69955 -2.70112 2.07905  C9 1.547, I11 2.190, C12 1.585
11 I 1.58556 -2.53841 4.07512  C10 2.190
12 C -0.82238 -2.34952 1.81247  C6 1.555, C10 1.585, H23 1.140
13 H -4.16153 -2.37404 2.62036  C1 1.147
14 H -3.80637 -0.84140 1.52173  C1 1.154
15 H -5.51897 -1.56384 1.66831  C1 1.158
16 H -5.03931 -2.79679 -1.59552  C3 1.141
17 H -5.36329 -1.23696 -0.52768  C3 1.161
18 H -6.23477 -2.79442 -0.10084  C3 1.159
19 H -2.44686 -0.48387 -1.10032  O5 0.994
20 H -0.71428 -3.12127 -1.83307  C7 1.154
21 H 1.64741 -3.62125 -1.28169  N8 1.035
22 H 2.68283 -3.37888 1.01187  C9 1.146
23 H -1.51754 -1.98268 2.63840  C12 1.140
24 C 3.80996 1.57656 -4.12658  C25 1.518, H29 1.093, H30 1.092, H31 1.093
25 C 2.61316 0.64922 -4.01079  C24 1.518, O26 1.423, H32 1.093, H33 1.095
26 O 2.95472 -0.66130 -3.57242  C25 1.423, C27 1.419
27 C 3.53336 -0.76193 -2.28081  O26 1.419, C28 1.519, H34 1.095, H35 1.095
28 C 2.61418 -0.28223 -1.17118  C27 1.519, H36 1.093, H37 1.093, H38 1.093
29 H 4.60259 1.11246 -4.71901  C24 1.093
30 H 3.51908 2.51814 -4.59735  C24 1.092
31 H 4.22991 1.81037 -3.14464  C24 1.093
32 H 2.16209 0.53447 -4.99991  C25 1.093
33 H 1.84115 1.07993 -3.36493  C25 1.095
34 H 4.49518 -0.24048 -2.25038  C27 1.095
35 H 3.75040 -1.82324 -2.12261  C27 1.095
36 H 2.46135 0.79865 -1.22568  C28 1.093
37 H 3.04526 -0.51107 -0.19289  C28 1.093
38 H 1.63278 -0.75851 -1.24615  C28 1.093
39 C -10.48785 1.74113 1.36297  C40 1.519, H44 1.093, H45 1.092, H46 1.093
40 C -9.05570 1.40628 1.74153  C39 1.519, O41 1.422, H47 1.093, H48 1.095
41 O -8.58644 0.19760 1.15828  C40 1.422, C42 1.421
42 C -8.53348 0.16060 -0.26100  O41 1.421, C43 1.518, H49 1.095, H50 1.094
43 C -7.58759 1.18905 -0.85542  C42 1.518, H51 1.093, H52 1.093, H53 1.094
44 H -11.14521 0.88701 1.54368  C39 1.093
45 H -10.84652 2.59463 1.94286  C39 1.092
46 H -10.57051 1.99884 0.30387  C39 1.093
47 H -9.00367 1.26546 2.82447  C40 1.093
48 H -8.38011 2.23406 1.50272  C40 1.095
49 H -9.53847 0.25643 -0.68390  C42 1.095
50 H -8.17730 -0.83812 -0.52992  C42 1.094
51 H -7.96100 2.20573 -0.70891  C43 1.093
52 H -7.47290 1.02757 -1.92983  C43 1.093
53 H -6.60419 1.13061 -0.38059  C43 1.094
54 C 3.00297 6.67910 -2.94111  C55 1.519, H59 1.093, H60 1.092, H61 1.093
55 C 1.79892 5.76184 -2.81616  C54 1.519, O56 1.422, H62 1.093, H63 1.095
56 O 2.12883 4.45863 -2.35382  C55 1.422, C57 1.421
57 C 2.70006 4.37539 -1.05544  O56 1.421, C58 1.519, H64 1.095, H65 1.094
58 C 1.77977 4.87840 0.04348  C57 1.519, H66 1.093, H67 1.093, H68 1.093
59 H 3.79581 6.19958 -3.52078  C54 1.093
60 H 2.72132 7.61452 -3.43001  C54 1.092
61 H 3.41888 6.92686 -1.96101  C54 1.093
62 H 1.35275 5.63306 -3.80596  C55 1.093
63 H 1.02613 6.20850 -2.18244  C55 1.095
64 H 3.66559 4.89084 -1.02912  C57 1.095
65 H 2.90858 3.31571 -0.87944  C57 1.094
66 H 1.63045 5.95900 -0.02481  C58 1.093
67 H 2.20430 4.66170 1.02656  C58 1.093
68 H 0.79590 4.40750 -0.02962  C58 1.093
69 C 6.36076 -5.74552 -2.36808  C70 1.518, H74 1.093, H75 1.092, H76 1.093
70 C 5.95656 -4.69613 -1.34780  C69 1.518, O71 1.424, H77 1.093, H78 1.094
71 O 4.57995 -4.75788 -0.99014  C70 1.424, C72 1.422
72 C 4.14066 -5.95929 -0.36815  O71 1.422, C73 1.519, H79 1.094, H80 1.095
73 C 4.82530 -6.23720 0.95859  C72 1.519, H81 1.093, H82 1.092, H83 1.094
74 H 5.68668 -5.72848 -3.22818  C69 1.093
75 H 7.38176 -5.56878 -2.71326  C69 1.092
76 H 6.32189 -6.75153 -1.94228  C69 1.093
77 H 6.11737 -3.70564 -1.78182  C70 1.093
78 H 6.58653 -4.75010 -0.45457  C70 1.094
79 H 4.24739 -6.80638 -1.05258  C72 1.094
80 H 3.06737 -5.83755 -0.18939  C72 1.095
81 H 5.88227 -6.47623 0.81904  C73 1.093
82 H 4.35522 -7.08541 1.46126  C73 1.092
83 H 4.77189 -5.36264 1.61305  C73 1.094
84 C 2.69921 3.27302 4.91539  C85 1.519, H89 1.093, H90 1.092, H91 1.093
85 C 1.22249 3.52076 4.66063  C84 1.519, O86 1.422, H92 1.093, H93 1.095
86 O 0.81602 3.19295 3.33808  C85 1.422, C87 1.418
87 C 0.95716 1.83693 2.94869  O86 1.418, C88 1.519, H94 1.095, H95 1.094
88 C 0.12405 0.87562 3.77838  C87 1.519, H96 1.093, H97 1.092, H98 1.093
89 H 3.30968 3.74678 4.14248  C84 1.093
90 H 2.99021 3.66949 5.89075  C84 1.092
91 H 2.93184 2.20464 4.90646  C84 1.093
92 H 1.01939 4.58704 4.78914  C85 1.093
93 H 0.60148 2.99533 5.39331  C85 1.095
94 H 2.01335 1.54711 2.95166  C87 1.095
95 H 0.62195 1.78120 1.90871  C87 1.094
96 H 0.49330 0.81101 4.80517  C88 1.093
97 H 0.15952 -0.12701 3.34731  C88 1.092
98 H -0.91729 1.20571 3.82616  C88 1.093

Quick look at the Mulliken charges, all values in e: -0.86, -0.13, -0.81, 0.53, -0.54, 0.15, -0.46, 0.27, 0.00, -0.90, 0.20, 0.02, 0.23, 0.33, 0.29, 0.30, 0.27, 0.31, 0.32, 0.34, 0.29, 0.35, 0.45, -0.98, -0.25, -0.43, -0.29, -0.26, 0.34, 0.36, 0.17, 0.35, 0.26, 0.29, 0.14, -0.12, 0.38, 0.07, -1.03, -0.31, -0.41, -0.28, -1.13, 0.29, 0.39, 0.26, 0.32, 0.30, 0.33, 0.27, 0.37, 0.38, 0.26, -1.08, -0.30, -0.40, -0.19, -1.07, 0.27, 0.41, 0.27, 0.35, 0.29, 0.33, 0.16, 0.34, 0.29, 0.29, -1.16, -0.30, -0.28, -0.39, -1.14, 0.31, 0.41, 0.26, 0.29, 0.33, 0.38, 0.30, 0.30, 0.41, 0.29, -1.05, -0.30, -0.45, -0.24, -0.32, 0.26, 0.40, 0.25, 0.37, 0.32, 0.28, 0.26, 0.33, -0.41, 0.34


| no. | DFT total energy (eV) | highest occupied orbital energy (eV) |
| --- | --- | --- |
| 1 | -50971.156 | -8.877 |
| 2 | -53019.246 | -11.316 |